No. 1
38
Properties=species:S:1:pos:R:3:nbo_charge:R:1 method="wB97M-V/def2-TZVPD" charge=0 e_lumo_ev=0.26 energy_ha=-1397.84825 gap_ev=8.55 homo_energy_ev=-8.284 fmax_ha_per_bohr=0.01781
S -1.94996 -0.11392 -0.14140 2.16
F 3.77758 -6.13036 -1.69383 -0.33
O 2.13953 0.08279 -2.71531 -0.61
O -3.32955 -0.40435 -0.41032 -0.93
O -1.13384 -1.19012 0.38328 -0.97
N 1.09683 -1.34455 -1.26595 -0.63
C -1.18548 0.49091 -1.68892 -0.64
C -1.83914 1.27209 0.98599 -0.28
C 3.13002 -4.94676 -1.60242 0.37
C 2.04476 -4.83901 -0.75044 -0.27
C -2.71443 2.32970 0.82579 -0.20
C -1.58249 4.62287 3.61134 -0.63
C 0.26182 0.90381 -1.47075 -0.52
C -0.88162 1.28140 1.98176 -0.19
C -2.62316 3.41660 1.67532 -0.20
C 1.81353 -2.53429 -1.41602 0.13
C 2.90771 -2.66612 -2.26748 -0.22
C -1.66110 3.45349 2.68184 0.02
C -0.79571 2.37374 2.82698 -0.22
C 1.38847 -3.62798 -0.66071 -0.22
C 3.56807 -3.87750 -2.36071 -0.27
C 1.27927 -0.16397 -1.89834 0.68
H -3.30551 4.24567 1.56121 0.22
H -0.57979 4.73302 4.01598 0.22
H 0.53739 -3.51694 -0.00500 0.22
H 0.42101 1.13585 -0.41409 0.23
H -1.29277 -0.31085 -2.41631 0.26
H 0.49323 1.79998 -2.04968 0.25
H 0.32714 -1.40436 -0.59568 0.44
H 1.72726 -5.69275 -0.17321 0.23
H -2.26851 4.47495 4.44563 0.23
H -1.81062 1.32658 -1.99224 0.25
H -3.46612 2.27913 0.05384 0.24
H 3.23478 -1.82212 -2.85094 0.26
H -0.05039 2.38828 3.60818 0.22
H -0.22914 0.42916 2.09289 0.24
H -1.86594 5.54211 3.10483 0.22
H 4.41689 -3.99619 -3.01511 0.23



No. 2
39
Properties=species:S:1:pos:R:3:nbo_charge:R:1 method="wB97M-V/def2-TZVPD" charge=0 e_lumo_ev=0.40 energy_ha=-1427.96963 gap_ev=8.61 relative_energy_kcal_mol=27.13 homo_energy_ev=-8.216 fmax_ha_per_bohr=0.02019
S -3.99302 -2.27519 -1.19770 0.41
O 0.64735 1.75358 0.18752 -0.61
O -0.69342 1.20324 1.91551 -0.51
O 2.67877 1.69103 2.68964 -0.60
O 2.87282 -0.87185 -0.64247 -0.39
N -1.20568 0.28459 -1.54689 -0.29
N 1.51215 -0.23127 2.40861 -0.61
C -0.36750 1.02086 -2.45432 -0.42
C -3.57955 -2.10581 -2.87629 -0.37
C -2.25777 -0.44609 0.32337 -0.23
C 1.62842 1.10447 2.61513 0.67
C -2.13579 -0.61946 -1.92766 0.12
C -1.27198 0.40437 -0.17518 0.00
C -0.34600 1.20258 0.60830 0.77
C 2.55921 -1.01933 1.78636 -0.28
C 1.09216 -2.07543 -0.08487 -0.33
C 0.35392 3.28800 2.72713 -0.63
C -2.80000 -1.09271 -0.78295 -0.27
C 1.16574 -2.00891 -1.49654 -0.31
C -2.59379 -1.20721 -3.12827 -0.29
C 0.25489 1.77332 2.82877 0.01
C 2.26965 -1.26348 -1.77385 0.08
C 2.16260 -1.36802 0.38649 0.27
H 0.58108 -0.61573 2.33295 0.40
H 0.46215 1.45820 -1.90455 0.26
H 2.72911 -1.92418 2.38002 0.21
H 0.01672 0.34617 -3.21938 0.21
H -2.22272 -0.98264 -4.11139 0.23
H -0.93808 1.81869 -2.93741 0.20
H 0.34854 -2.58604 0.49334 0.23
H 3.46410 -0.40838 1.77525 0.26
H 0.48960 -2.45688 -2.19594 0.23
H -4.11320 -2.70275 -3.58945 0.24
H 0.74828 3.56776 1.75437 0.24
H -2.52154 -0.56058 1.35469 0.24
H 2.71780 -0.95907 -2.69876 0.20
H -0.12699 1.48184 3.81475 0.21
H 1.03739 3.64413 3.49194 0.23
H -0.62542 3.73815 2.86971 0.21



No. 3
39
Properties=species:S:1:pos:R:3:nbo_charge:R:1 method="wB97M-V/def2-TZVPD" charge=0 e_lumo_ev=0.31 energy_ha=-1427.94679 gap_ev=8.60 relative_energy_kcal_mol=41.46 homo_energy_ev=-8.287 fmax_ha_per_bohr=0.01856
S 2.38741 -2.16471 -0.03180 0.28
O -3.79007 -0.81575 0.23090 -0.50
O 2.12202 0.87267 -1.47611 -0.61
O 4.81152 -1.32216 -1.31367 -0.54
O -1.97021 -1.72500 -0.68190 -0.64
N 0.08969 -0.12779 -1.13595 -0.65
N 4.57943 -0.64240 -0.28461 0.10
C 5.21093 1.09727 1.22143 -0.21
C 4.13106 0.81643 2.04747 -0.22
C 1.41369 -0.11148 -1.45133 0.67
C -1.14719 3.27561 -0.43603 -0.16
C -2.44905 3.00798 -0.03518 -0.25
C -0.73434 0.92391 -0.77257 0.29
C 1.96426 -1.50018 -1.68898 -0.62
C 3.26362 -0.18804 1.66044 -0.20
C -0.29925 2.25000 -0.79917 -0.27
C -2.57158 -0.73454 -0.30030 0.80
C 5.40471 0.36572 0.07637 -0.02
C -2.05680 0.64609 -0.36069 -0.25
C -2.89347 1.70405 0.00200 -0.13
C 3.49109 -0.89253 0.49537 -0.03
C -5.66002 -2.02124 1.09698 -0.62
C -4.35036 -2.12529 0.33966 -0.07
H 2.39199 -0.43805 2.24411 0.24
H -3.10962 3.81377 0.24536 0.22
H 6.22818 0.53283 -0.60066 0.23
H 3.96068 1.37411 2.95330 0.22
H -3.63599 -2.77293 0.86035 0.19
H 1.23796 -2.19172 -2.10798 0.24
H -6.35087 -1.37312 0.56468 0.21
H 2.88226 -1.47322 -2.27778 0.28
H -0.38296 -1.03440 -1.09659 0.44
H 0.71064 2.45942 -1.10972 0.26
H -0.79042 4.29416 -0.46809 0.22
H 5.90534 1.88547 1.46441 0.23
H -5.48810 -1.60822 2.08732 0.21
H -3.90205 1.48042 0.31130 0.23
H -6.10269 -3.00791 1.19552 0.22
H -4.50144 -2.52919 -0.66786 0.19



No. 4
39
Properties=species:S:1:pos:R:3:nbo_charge:R:1 method="wB97M-V/def2-TZVPD" charge=0 e_lumo_ev=-0.29 energy_ha=-1386.48849 gap_ev=7.85 relative_energy_kcal_mol=358.47 homo_energy_ev=-8.139 fmax_ha_per_bohr=0.34857
S 0.80138 -1.43037 -3.61814 0.34
O 0.49430 2.54955 -5.08353 -0.55
O -1.00551 1.20445 -3.57860 -0.54
N -0.70773 -1.10766 5.64340 -0.38
N 0.40940 -1.22391 -0.90004 -0.33
N 1.12505 0.66012 -1.53947 -0.29
N 1.18713 0.56045 -0.22955 -0.22
C 0.73014 -0.73346 -2.05145 0.10
C 0.25246 1.46307 -4.43216 0.81
C -1.18957 0.83332 5.86408 -0.14
C 0.08915 0.38432 2.27593 -0.08
C -0.40920 -2.38871 -0.83348 -0.39
C -0.54907 1.33627 4.55213 -0.19
C -1.76795 2.12200 -3.22738 -0.04
C 0.41725 -0.47080 0.17815 0.24
C 0.09540 -2.06903 3.43774 -0.23
C 1.13689 0.17831 -4.46081 -0.62
C -0.96581 -0.29989 6.44725 -0.01
C -0.30611 0.15861 3.73574 -0.05
C 0.13994 -0.69180 1.54330 -0.11
C -1.15442 3.13283 -2.27717 -0.65
C 0.33574 -1.90923 2.22414 -0.17
C -0.34459 -1.22214 4.33251 0.16
H 0.58219 -2.92486 1.57095 0.22
H -1.98332 2.66147 -4.27281 0.15
H -0.33956 3.61686 -2.74978 0.22
H -1.14680 -0.53135 7.43202 0.18
H -2.66314 1.51192 -2.89198 0.19
H -0.77927 2.39418 4.17299 0.24
H -0.01791 1.21099 1.96806 0.18
H -2.17235 3.76515 -2.07806 0.21
H -0.66465 2.64184 -1.41339 0.22
H -1.33561 1.97550 6.58631 0.16
H 0.25510 -3.52617 -0.72324 0.18
H 1.42305 -0.02100 -5.41172 0.25
H -0.79336 -2.63522 -1.86965 0.22
H 2.08429 0.54705 -4.02092 0.28
H -0.08257 -3.13476 3.91063 0.22
H -1.06721 -2.51534 -0.10138 0.22



No. 5
44
Properties=species:S:1:pos:R:3:nbo_charge:R:1 method="wB97M-V/def2-TZVPD" charge=+1 e_lumo_ev=-4.19 energy_ha=-2467.49036 gap_ev=6.68 relative_energy_kcal_mol=0.00 homo_energy_ev=-10.874 fmax_ha_per_bohr=0.00885
Te -1.29228 0.21159 2.53464 0.17
Te 0.86138 -1.13456 1.80225 -0.09
Pd -0.42131 0.36324 0.07299 0.48
S -0.98700 2.95078 -6.92478 0.99
P -2.97994 -1.36343 1.59322 2.15
O -4.13950 -0.29302 1.50790 -0.85
O -2.52014 -2.00384 0.35916 -1.08
O -3.44621 -2.33598 2.74408 -0.84
N -1.70165 1.53631 -1.09977 -0.48
N 0.09454 1.95440 -6.26922 -0.60
N 0.51951 0.18278 -1.77253 -0.45
N -1.92634 3.21623 -5.64420 -0.58
C 2.15079 -0.55214 -3.35146 -0.23
C -2.90826 -3.68963 2.85020 -0.07
C 1.59711 -0.53156 -2.07388 0.09
C -3.11169 3.11351 -2.89387 -0.09
C -2.80922 2.16238 -0.72549 0.08
C 0.43651 0.95625 -4.04052 -0.09
C -0.26047 1.78216 -5.00650 0.17
C -3.54279 2.96467 -1.59558 -0.23
C -6.41252 -0.72356 2.26915 -0.64
C -5.47997 -0.71216 1.08476 -0.06
C -1.88539 -3.74983 3.95732 -0.64
C -1.95522 2.44600 -3.30140 -0.09
C -1.27268 1.66099 -2.37346 0.25
C 1.57095 0.20145 -4.34496 -0.09
C -1.42133 2.50833 -4.64713 0.10
C -0.06876 0.91652 -2.74235 0.16
H -3.77061 -4.31961 3.05973 0.20
H -5.78022 0.01657 0.33309 0.19
H -5.40776 -1.68854 0.60361 0.20
H -7.41461 -0.99679 1.93739 0.23
H -1.53471 -4.77565 4.07178 0.23
H -1.02124 -3.12438 3.72898 0.21
H -2.49175 -3.97394 1.88406 0.21
H 2.03291 -1.10796 -1.27155 0.22
H -6.08503 -1.44656 3.01390 0.23
H 3.02608 -1.15618 -3.54018 0.25
H -3.64674 3.72905 -3.60435 0.25
H 1.97144 0.22493 -5.34949 0.25
H -6.46137 0.26132 2.73203 0.22
H -3.12836 2.00374 0.29634 0.22
H -2.31541 -3.42539 4.90386 0.22
H -4.43582 3.45671 -1.23943 0.24



No. 6
41
Properties=species:S:1:pos:R:3:nbo_charge:R:1 method="wB97M-V/def2-TZVPD" charge=0 e_lumo_ev=-0.30 energy_ha=-1173.40845 gap_ev=7.96 relative_energy_kcal_mol=42.88 homo_energy_ev=-8.262 fmax_ha_per_bohr=0.09408
O -1.07894 4.71233 -2.79729 -0.39
O -4.65585 -1.32264 -0.34864 -0.38
O -4.20527 0.36873 -1.57705 -0.45
N -3.86669 -0.55408 -0.80770 0.53
N -1.83332 1.66768 -0.85738 -0.58
N 1.37862 -0.78001 0.31908 -0.55
N -0.24519 0.25833 -0.46234 -0.57
N -0.65736 -1.90865 0.26413 -0.57
N -2.49261 -3.06085 0.31116 -0.76
C -0.93107 2.76309 -1.22802 -0.24
C 2.18945 -3.12512 0.53051 -0.27
C -1.97834 5.63758 -3.18532 0.07
C 4.78955 -1.55608 3.50321 -0.64
C -2.99973 4.06232 -2.05173 -0.32
C 4.04582 -2.12882 2.39300 0.03
C 3.10471 -3.93298 1.23142 -0.16
C 2.24385 -1.76123 0.75951 0.17
C 3.20856 -1.23808 1.58292 -0.25
C -1.51380 0.36093 -0.64375 0.47
C -1.92604 -1.84578 -0.05906 0.45
C -2.51235 -0.65258 -0.44595 -0.18
C -1.68313 3.79162 -2.05092 0.27
C 0.11268 -0.92204 -0.09452 0.61
C 4.01714 -3.47198 2.24556 -0.26
C -3.14746 5.28248 -2.62832 -0.30
H 3.11652 -4.99828 1.14198 0.21
H 1.40651 -3.43088 -0.17121 0.23
H -4.10103 5.83387 -2.74913 0.23
H 5.77499 -1.69769 3.14529 0.22
H -0.09516 2.39407 -1.80401 0.23
H -3.45307 -3.20797 -0.02574 0.40
H 4.63825 -1.97149 4.46602 0.22
H -2.87172 1.69256 -1.17115 0.43
H 1.59151 0.16833 0.44523 0.41
H -3.88870 3.55609 -1.57025 0.23
H -1.85946 -3.84346 0.19160 0.40
H 3.36783 -0.17759 1.68536 0.20
H 4.74156 -4.11031 2.81379 0.22
H -0.57641 3.19274 -0.29539 0.21
H -1.69207 6.51496 -3.66686 0.20
H 4.53725 -0.55908 3.66195 0.21